C3H2N2OS as an isolated structure at a distorted geometry. Source: the OMol25 dataset; level of theory: ωB97M-V/def2-TZVPD.

Structure (ORCA input):
```
! wB97M-V def2-TZVPD RIJCOSX def2/J DEFGRID3
* xyz 0 1
C 1.672 -0.534 0.152
C 0.284 -0.016 0.121
C -1.598 0.761 -0.117
H 1.661 -1.620 0.229
H -2.314 1.483 -0.197
N -0.270 1.219 0.184
N -1.865 -0.473 -0.242
O -0.575 -1.046 0.021
S 3.004 0.228 -0.151
*
```

Output
**Energy relative to the best compared isomer or geometry (same formula, charge and spin)**: 45.0 kcal per mole
**Max |F|**: 4.96 eV/A
**Kohn-Sham gap**: 8.045 eV
**Molar mass**: 114.13 g mol⁻¹